1.
C2H5N7 | ωB97M-V with the def2-TZVPD basis set

Each line ends with the Mulliken charge.
CARTESIAN COORDINATES (ANGSTROEM)
C: 1.926 -1.311 -0.036  0.583
C: 1.411 1.800 -0.181  0.471
N: -11.181 -0.100 0.325  0.020
N: 1.092 -0.475 -0.789  -0.492
N: 1.128 0.723 -0.598  0.777
N: -10.142 -0.209 0.042  -0.020
N: 2.639 -0.664 0.822  -0.418
N: 1.439 3.048 0.007  -0.144
N: 1.844 -2.601 -0.322  -0.291
H: 3.279 -1.150 1.437  0.300
H: 0.857 3.707 -0.520  0.348
H: 2.075 3.451 0.701  0.347
H: 1.226 -2.932 -1.052  0.266
H: 2.406 -3.288 0.165  0.252

Its max |F| is 2.08 eV/Å. The frontier orbital gap comes out at 3.32 eV. As for the total charge: +2. Its HOMO energy is -17.121 eV. The value obtained for the energy above the lowest of the compared OMol25 structures with the same formula, charge and spin is 1.196 eV.

2.
C2H5NO | ωB97M-V with the def2-TZVPD basis set

Each line ends with the Mulliken charge.
CARTESIAN COORDINATES (ANGSTROEM)
C: 0.937 0.604 0.031  -0.862
N: 0.066 -0.539 0.030  -0.168
C: -1.279 -0.489 0.022  0.023
O: -1.992 0.483 0.109  -0.532
H: 1.888 0.316 -0.201  0.400
H: 0.586 1.425 -0.731  0.243
H: 1.067 0.968 1.028  0.277
H: 0.581 -1.332 -0.324  0.262
H: -1.854 -1.436 0.037  0.357

Its max |F| is 3.83 eV/Å. The frontier orbital gap comes out at 10.70 eV. As for the total charge: 0. Its HOMO energy is -9.841 eV. As for the SMILES: CNC=O. The value obtained for the energy above the lowest of the compared OMol25 structures with the same formula, charge and spin is 0.991 eV.